(1)
{
  "formula": "C27H23N4O2SeY",
  "method": "ωB97M-V with the def2-TZVPD basis set",
  "energy_ev": -104821.8068,
  "gap_ev": 6.98,
  "homo_energy_ev": -7.5,
  "max_force_ev_per_a": 0.43,
  "de_lowest_kcal_mol": 0.0,
  "species": ["Y", "O", "C", "N", "C", "C", "C", "C", "C", "C", "N", "C", "O", "C", "C", "C", "C", "C", "N", "C", "C", "C", "C", "C", "N", "H", "H", "H", "H", "H", "H", "H", "H", "H", "H", "H", "H", "C", "C", "C", "C", "C", "C", "Se", "C", "C", "C", "H", "H", "H", "H", "H", "H", "H", "H", "H", "H", "H"],
  "coordinates": [[-0.645, 1.002, 0.027], [1.951, 4.473, 0.838], [1.457, 3.389, 0.561], [0.259, 3.108, 0.014], [-0.622, 4.179, -0.292], [-0.214, 5.428, -0.750], [-1.157, 6.390, -1.077], [-2.509, 6.114, -0.949], [-2.929, 4.873, -0.497], [-1.991, 3.898, -0.169], [-2.322, 2.570, 0.202], [-3.458, 2.329, 0.883], [-4.280, 3.111, 1.341], [-3.737, 0.845, 1.030], [-4.980, 0.428, 1.474], [-5.281, -0.922, 1.447], [-4.337, -1.810, 0.952], [-3.111, -1.318, 0.554], [-2.794, -0.017, 0.624], [2.284, 2.152, 0.858], [3.625, 2.309, 1.170], [4.406, 1.186, 1.363], [3.821, -0.065, 1.227], [2.475, -0.137, 0.934], [1.701, 0.947, 0.772], [0.839, 5.643, -0.838], [-0.830, 7.358, -1.432], [-3.245, 6.867, -1.203], [-3.980, 4.656, -0.390], [-5.682, 1.181, 1.801], [-6.249, -1.276, 1.777], [-4.546, -2.867, 0.866], [-2.359, -1.969, 0.130], [4.011, 3.316, 1.238], [5.458, 1.280, 1.600], [4.392, -0.975, 1.339], [2.006, -1.099, 0.798], [3.035, -6.050, -0.139], [2.275, -4.809, -0.518], [2.306, -4.304, -1.811], [1.601, -3.166, -2.183], [1.704, -2.689, -3.605], [0.820, -2.488, -1.228], [-0.147, -0.940, -1.879], [0.784, -2.983, 0.084], [0.011, -2.356, 1.220], [1.511, -4.125, 0.412], [3.712, -6.354, -0.936], [2.353, -6.880, 0.055], [3.624, -5.893, 0.766], [2.904, -4.810, -2.562], [2.346, -3.349, -4.186], [2.109, -1.677, -3.645], [0.721, -2.649, -4.077], [-0.274, -1.324, 1.002], [0.604, -2.345, 2.135], [-0.905, -2.906, 1.438], [1.475, -4.484, 1.437]]
}

=====

(2)
{
  "formula": "C13H20B3Cl8NO3",
  "method": "ωB97M-V with the def2-TZVPD basis set",
  "energy_ev": -123653.9299,
  "gap_ev": 9.74,
  "homo_energy_ev": -9.4,
  "max_force_ev_per_a": 1.16,
  "species": ["C", "C", "N", "C", "B", "O", "B", "O", "B", "C", "C", "C", "C", "C", "C", "O", "H", "H", "H", "H", "H", "H", "H", "H", "H", "H", "H", "H", "C", "Cl", "Cl", "H", "H", "C", "Cl", "Cl", "H", "H", "C", "Cl", "Cl", "H", "H", "C", "Cl", "Cl", "H", "H"],
  "coordinates": [[-3.203, 1.980, -1.569], [-1.690, 1.875, -1.679], [-0.859, 2.506, -0.962], [-1.193, 0.935, -2.774], [-0.332, -0.177, -2.066], [-0.962, -1.342, -1.588], [-0.816, -1.351, -0.200], [0.195, -0.572, 0.328], [1.301, -0.500, -0.548], [2.688, -1.016, -0.081], [2.838, -1.413, 1.259], [4.042, -1.922, 1.723], [5.120, -2.043, 0.846], [4.993, -1.631, -0.474], [3.786, -1.119, -0.935], [1.036, -0.033, -1.835], [-3.579, 0.979, -1.342], [-3.573, 2.215, -2.568], [-3.515, 2.712, -0.830], [-1.372, 3.088, -0.299], [-0.600, 1.539, -3.461], [-2.030, 0.467, -3.290], [-1.555, -2.004, 0.457], [1.992, -1.315, 1.925], [4.106, -2.206, 2.763], [6.043, -2.459, 1.230], [5.848, -1.733, -1.130], [3.711, -0.797, -1.965], [-7.055, 1.808, -0.209], [-6.481, 3.471, -0.050], [-6.772, 1.168, -1.833], [-6.522, 1.190, 0.502], [-8.119, 1.788, -0.006], [2.671, -0.769, -4.716], [2.130, -0.582, -6.388], [4.137, 0.163, -4.386], [1.889, -0.416, -4.053], [2.879, -1.816, -4.533], [-5.079, 0.819, 3.641], [-6.724, 0.279, 3.275], [-4.435, 1.892, 2.392], [-5.095, 1.356, 4.581], [-4.439, -0.053, 3.712], [5.003, -1.038, 5.540], [3.405, -1.688, 5.144], [5.497, 0.234, 4.420], [4.967, -0.626, 6.541], [5.724, -1.846, 5.490]]
}

=====

(3)
{
  "formula": "C5H11OS",
  "method": "ωB97M-V with the def2-TZVPD basis set",
  "total_charge": -1,
  "energy_ev": -18246.4007,
  "gap_ev": 6.79,
  "homo_energy_ev": -2.8,
  "max_force_ev_per_a": 3.06,
  "de_lowest_kcal_mol": 13.6,
  "species": ["C", "C", "C", "S", "H", "H", "H", "H", "H", "H", "H", "O", "C", "C", "H", "H", "H", "H"],
  "coordinates": [[0.688, 2.604, 0.969], [0.588, 2.049, -0.453], [-0.011, 0.639, -0.475], [1.038, -0.523, 0.436], [-0.337, 2.831, 1.377], [1.288, 3.531, 1.098], [1.170, 1.905, 1.693], [-0.027, 2.733, -1.062], [1.575, 2.034, -0.932], [-0.018, 0.296, -1.516], [-1.077, 0.673, -0.089], [-1.682, -1.639, -1.319], [-0.646, -2.210, -0.871], [-0.709, -2.987, 0.445], [0.279, -2.324, -1.509], [0.325, -3.299, 0.718], [-1.271, -3.917, 0.237], [-1.172, -2.395, 1.251]]
}

=====

(4)
{
  "formula": "C11H15N",
  "method": "ωB97M-V with the def2-TZVPD basis set",
  "energy_ev": -13136.8821,
  "gap_ev": 8.47,
  "homo_energy_ev": -7.6,
  "max_force_ev_per_a": 5.55,
  "smiles": "Cc1c[nH]c2ccccc12.CC",
  "de_lowest_kcal_mol": 90.1,
  "species": ["C", "C", "C", "N", "C", "C", "C", "C", "C", "C", "H", "H", "H", "H", "H", "H", "H", "H", "H", "C", "C", "H", "H", "H", "H", "H", "H"],
  "coordinates": [[-0.524, 0.992, 1.935], [-0.107, 0.909, 0.463], [-0.722, 0.342, -0.752], [-0.057, 0.866, -1.795], [1.147, 1.440, -1.418], [2.269, 2.111, -2.186], [3.274, 2.799, -1.508], [3.328, 2.676, -0.096], [2.239, 2.272, 0.601], [1.092, 1.646, -0.040], [-1.629, 0.790, 2.114], [-0.439, 1.835, 2.602], [-0.304, 0.193, 2.691], [-1.750, -0.021, -0.802], [-0.359, 0.821, -2.798], [2.065, 1.871, -3.192], [4.061, 3.367, -1.931], [4.127, 3.236, 0.339], [2.174, 2.162, 1.599], [-2.486, -3.579, -0.236], [-2.562, -4.107, 1.269], [-3.350, -3.318, -0.710], [-2.075, -2.466, -0.398], [-1.731, -3.970, -0.899], [-3.493, -4.263, 1.598], [-2.086, -3.597, 2.119], [-2.102, -5.008, 1.432]]
}